Density functional theory data (ωB97M-V with the def2-TZVPD basis set) for a 20-piece molecular cluster, C56H84F12O44 overall.

Output
- DFT total energy (a.u.) = -6692.88006
- LUMO energy (eV) = -0.318
- strongest force on any atom (Eh/bohr) = 0.2060
- orbital gap (eV) = 9.198
- HOMO level (eV) = -9.52

Element x y z (Å)
F -3.326 -2.801 -2.348
F -4.034 -3.684 2.250
F -1.109 -3.917 6.693
F -2.102 3.113 2.732
F 9.072 -4.722 -1.321
F -0.562 -2.222 0.192
F 3.208 4.056 0.414
F -3.688 0.367 1.675
F 0.060 3.070 -5.278
F -0.390 7.146 3.980
F 4.891 1.044 -2.079
F 1.906 -1.411 8.159
O -5.110 -6.652 -1.359
O 4.036 5.349 -1.182
O -0.288 1.141 -2.002
O 1.100 -1.234 5.997
O 3.242 2.631 3.146
O -1.311 5.495 -6.927
O -5.429 2.400 1.004
O -3.208 -3.890 7.540
O -4.638 -3.297 9.190
O -7.103 -4.931 2.403
O -1.704 5.717 -0.569
O 4.533 2.560 -3.637
O 1.453 5.522 2.721
O 4.577 6.684 0.267
O 4.880 -3.555 -0.077
O 1.148 -1.319 3.669
O 1.261 -1.775 -4.923
O 0.610 -0.720 -0.819
O 3.251 0.252 1.265
O 0.399 -7.249 3.281
O -2.078 6.851 -5.226
O -2.361 1.488 4.206
O -7.974 -4.420 0.332
O 1.292 7.628 2.558
O 5.282 -2.011 -3.560
O 6.688 -4.030 1.154
O -5.937 -3.611 1.017
O -4.613 -4.458 -1.506
O -4.660 3.502 -6.162
O 6.918 -4.103 -0.929
O 3.221 0.885 -4.167
O 4.407 1.896 -5.886
O -5.403 0.362 0.127
O 2.761 -2.280 5.005
O 3.904 7.432 -1.770
O -0.152 1.271 4.510
O -1.395 -0.577 4.704
O 3.272 6.880 3.133
O -2.956 -1.999 8.510
O -0.597 0.843 0.311
O 2.101 -5.921 -0.498
O -1.182 4.744 -4.889
O -7.393 1.242 0.709
O -2.950 -5.859 -1.213
C -6.188 1.303 0.701
C -0.360 2.581 3.998
C 0.260 5.176 -1.771
C 4.361 4.513 -0.109
C 0.147 5.817 2.220
C -5.388 2.569 -6.905
C -1.023 -7.409 3.554
C 5.147 5.432 0.677
C 4.018 1.816 -4.701
C -0.062 7.194 2.739
C -1.588 5.789 -5.634
C -1.153 4.777 -1.495
C -4.967 1.790 -4.777
C -5.330 -3.374 2.217
C -5.923 -4.432 3.077
C -4.291 -5.745 -1.324
C -0.202 -1.896 -6.553
C -1.908 -2.101 7.629
C -2.244 -4.629 -1.387
C 1.748 -2.037 6.921
C -0.057 0.527 -0.985
C 6.096 -3.777 0.043
C -1.030 4.161 -7.078
C 1.005 -1.128 -6.065
C -6.019 1.574 -5.925
C 3.020 2.069 4.387
C 0.289 6.671 -1.578
C 8.255 -3.995 -0.521
C -0.921 -2.279 -5.347
C -1.862 2.801 3.980
C -1.181 6.968 -1.091
C 2.396 -5.381 -1.762
C -2.269 -3.260 6.731
C 0.424 -1.335 0.401
C -7.115 -4.281 1.216
C 4.396 -2.825 -4.277
C 3.110 -2.097 6.339
C 1.572 -1.658 4.777
C 2.101 6.634 2.789
C -0.466 -5.384 2.223
C 4.252 -0.662 0.835
C -0.037 -0.079 1.306
C 0.718 -5.857 3.056
C 4.013 2.009 -2.388
C 2.852 1.215 -2.842
C 0.160 -2.343 -4.273
C -3.446 -3.685 -1.333
C -4.073 0.791 0.449
C 4.198 6.525 -0.987
C 7.902 -4.648 0.830
C -4.230 2.249 0.300
C -4.650 3.288 -4.797
C -1.320 0.593 4.504
C -1.649 -6.184 2.864
C -3.696 -3.051 8.471
C -1.097 3.599 -5.689
H -4.081 1.358 -5.243
H 1.777 -5.738 -2.585
H 1.109 6.872 -0.888
H 2.662 0.236 -2.400
H -1.776 7.548 -1.796
H 3.773 2.636 -1.529
H -1.086 7.708 -0.296
H 2.767 -5.500 0.050
H 0.799 -0.079 -5.856
H -1.788 4.791 -2.380
H -2.222 -6.622 2.047
H -0.826 7.743 2.190
H 0.621 0.394 2.034
H 0.980 -5.361 3.991
H -3.486 -3.029 -0.463
H -6.137 -4.193 4.119
H -2.155 3.611 4.649
H -3.746 3.509 -4.229
H 0.992 4.623 -1.183
H -0.078 -1.734 -3.401
H 1.255 -3.001 7.044
H 0.554 -3.304 -3.941
H 0.430 4.897 -2.810
H 3.475 -2.385 -3.895
H -1.755 3.677 -7.733
H -0.873 -0.392 1.932
H 0.119 5.759 1.132
H 5.575 -2.621 -2.879
H -2.618 -2.949 5.747
H 4.281 -2.702 -5.354
H -1.511 -4.312 -0.645
H 2.738 3.446 3.097
H -1.295 3.806 -1.020
H 0.193 2.653 3.062
H 4.421 -3.906 -4.144
H 8.600 -2.961 -0.500
H 1.721 -1.171 -6.886
H -1.716 -4.728 -2.335
H -0.830 -1.197 -7.104
H -6.224 3.010 -7.448
H -1.367 -8.372 3.175
H 5.195 -0.665 1.381
H 1.625 -5.858 2.451
H -0.356 -5.591 1.158
H 2.552 1.096 4.239
H 7.659 -5.711 0.841
H 0.158 3.181 4.746
H -5.211 1.493 -3.757
H 5.055 5.298 1.754
H 3.632 -1.141 6.368
H -5.374 -2.364 2.624
H 4.456 -0.480 -0.220
H -4.186 2.575 -0.739
H -0.620 -4.325 2.430
H 2.323 -4.294 -1.727
H -0.916 -2.142 8.079
H 0.454 7.140 -2.548
H -6.983 1.963 -5.598
H 3.850 -1.675 0.834
H -5.219 -5.215 3.358
H 0.110 -2.777 -7.114
H 3.449 -5.655 -1.827
H 3.871 -2.797 6.686
H -1.685 -1.584 -4.998
H -1.919 2.906 -5.507
H -4.790 1.992 -7.611
H 3.376 0.588 2.155
H 4.977 3.663 -0.403
H -1.150 -7.429 4.636
H 3.796 1.974 5.145
H -5.332 3.893 -4.200
H 2.264 2.659 4.905
H 2.031 1.931 -2.876
H 6.219 5.340 0.500
H -2.313 -5.568 3.470
H -6.047 0.515 -6.182
H -1.929 -1.141 7.113
H -3.418 2.689 0.878
H 8.685 -4.452 1.562
H 0.009 3.882 -7.253
H 1.200 -1.975 0.820
H -1.439 -3.236 -5.400
H -3.323 0.418 -0.250
H -0.524 5.035 2.577